# C5H9NO

A single C5H9NO molecule (ωB97M-V/def2-TZVPD, the OMol25 dataset).

## Properties
* HOMO: -9.107 eV
* Kohn-Sham gap: 0.3595 Ha
* spin multiplicity: 1
* SMILES: CC(=O)N1C[C@H]1C
* charge: 0
* energy above the lowest of the compared OMol25 structures with the same formula, charge and spin: 471.3 kJ/mol

The geometry in XYZ format:
```
16
C5H9NO ωB97M-V/def2-TZVPD
C 2.647 0.215 -0.298
C 1.154 0.300 0.152
C 0.652 -1.207 0.621
C -1.248 0.384 -0.181
C -2.328 -0.698 -0.269
H 3.290 1.045 -0.902
H 3.330 -0.013 0.528
H 2.790 -0.691 -1.091
H 0.824 1.196 0.775
H 1.253 -1.871 0.087
H 0.335 -1.270 1.646
H -2.428 -1.589 0.593
H -2.273 -1.427 -1.237
H -3.135 0.109 -0.193
N -0.010 -0.251 -0.412
O -1.147 1.538 0.317
```

# C4H8O3

A 3-piece molecular cluster, C4H8O3 overall (ωB97M-V/def2-TZVPD, the OMol25 dataset).

## Properties
* HOMO: -9.243 eV
* Kohn-Sham gap: 0.3265 Ha
* spin multiplicity: 1
* charge: 0
* energy above the lowest of the compared OMol25 structures with the same formula, charge and spin: 464.0 kJ/mol

The geometry in XYZ format:
```
15
C4H8O3 ωB97M-V/def2-TZVPD
C 1.933 0.876 1.718
C 0.807 -0.708 -0.432
O 0.215 -1.527 -1.143
C 0.273 0.510 0.072
O -2.157 0.507 -0.691
C -2.762 -0.234 -1.442
O -2.304 -1.350 -1.958
H 1.524 0.009 2.233
H 1.835 1.773 2.333
H 2.970 0.702 1.422
H 1.896 -0.839 -0.277
H -1.361 -1.466 -1.641
H 1.405 1.178 0.735
H -0.483 0.605 0.842
H -3.792 -0.035 -1.771
```

# C36H59IN3O7PS2

A 3-piece molecular cluster, C36H59IN3O7PS2 overall (ωB97M-V/def2-TZVPD, the OMol25 dataset).

## Properties
* HOMO: -8.013 eV
* Kohn-Sham gap: 0.2879 Ha
* spin multiplicity: 1
* SMILES: C=Cc1c(CC(=O)I)c(CCCS)c2c(c1CCCP(=O)(OCC)OCC)Sc1ccccc1N2COC.COC[C@@H](C)N.COC[C@@H](C)N
* charge: 0
* energy above the lowest of the compared OMol25 structures with the same formula, charge and spin: 0.0 kJ/mol

The geometry in XYZ format:
```
109
C36H59IN3O7PS2 ωB97M-V/def2-TZVPD
C 1.629 -1.582 5.725
C 1.015 -0.562 5.002
C 0.806 -0.803 3.492
C -0.485 -1.122 2.851
C -1.744 -1.241 3.778
C -2.281 -2.715 3.887
O -1.646 -3.685 3.640
I -4.369 -3.035 4.508
C -0.576 -1.346 1.395
C -1.985 -1.664 0.763
C -2.533 -0.242 0.223
C -2.286 -0.026 -1.326
S -3.920 0.272 -2.181
C 0.621 -1.281 0.518
C 1.889 -0.958 1.174
C 1.988 -0.703 2.615
C 3.393 -0.326 3.174
C 3.898 1.113 2.747
C 2.817 2.257 2.901
P 3.061 3.706 1.728
O 1.687 4.274 1.487
O 4.000 4.843 2.507
C 3.559 6.197 2.277
C 3.798 6.674 0.777
O 3.739 3.106 0.339
C 3.069 3.585 -0.852
C 1.744 2.807 -1.217
S 3.379 -0.854 0.136
C 2.686 -0.436 -1.496
C 3.556 0.263 -2.453
C 3.041 0.575 -3.795
C 1.653 0.182 -4.115
C 0.809 -0.511 -3.129
C 1.316 -0.843 -1.779
N 0.417 -1.572 -0.895
C 0.790 -3.028 -1.091
O -0.114 -3.904 -0.449
C 0.537 -4.863 0.397
H 2.586 -1.420 6.297
H 1.233 -2.631 5.752
H 0.741 0.387 5.532
H -1.490 -0.924 4.829
H -2.582 -0.608 3.379
H -2.731 -1.997 1.523
H -1.913 -2.323 -0.133
H -3.611 -0.074 0.465
H -1.951 0.564 0.762
H -1.656 0.877 -1.539
H -1.810 -0.912 -1.807
H -4.400 -1.020 -2.301
H 4.119 -1.071 2.725
H 3.502 -0.422 4.280
H 4.368 1.055 1.732
H 4.742 1.379 3.452
H 2.862 2.634 3.964
H 1.759 1.933 2.730
H 2.512 6.406 2.610
H 4.224 6.856 2.906
H 2.867 6.631 0.160
H 4.536 5.950 0.326
H 4.194 7.723 0.734
H 3.794 3.422 -1.704
H 2.842 4.681 -0.844
H 0.888 3.540 -1.145
H 1.525 1.991 -0.481
H 1.722 2.441 -2.283
H 4.599 0.530 -2.150
H 3.702 1.085 -4.535
H 1.221 0.375 -5.129
H -0.220 -0.810 -3.444
H 1.862 -3.134 -0.772
H 0.781 -3.184 -2.212
H 0.046 -5.859 0.182
H 0.371 -4.663 1.497
H 1.628 -5.006 0.188
C -9.854 -5.486 3.352
C -8.504 -4.853 3.673
C -7.884 -5.361 4.988
O -8.462 -4.805 6.161
C -9.652 -5.443 6.592
N -8.650 -3.393 3.671
H -10.661 -5.085 3.967
H -10.123 -5.295 2.311
H -9.822 -6.569 3.493
H -7.818 -5.127 2.864
H -6.835 -5.051 5.006
H -7.886 -6.457 5.037
H -9.635 -6.519 6.400
H -10.523 -4.987 6.115
H -9.747 -5.285 7.667
H -7.732 -2.971 3.798
H -9.151 -3.137 4.521
C 2.489 2.996 -7.550
C 3.645 3.900 -7.134
C 4.360 4.571 -8.322
O 5.240 3.714 -9.034
C 4.612 2.894 -10.004
N 4.579 3.129 -6.306
H 2.830 2.048 -7.969
H 1.867 2.756 -6.685
H 1.853 3.488 -8.289
H 3.223 4.699 -6.516
H 4.990 5.373 -7.926
H 3.645 5.046 -9.005
H 3.768 3.397 -10.484
H 4.285 1.953 -9.554
H 5.351 2.652 -10.769
H 5.302 3.755 -5.958
H 5.086 2.499 -6.928
```

# CH7N3S

A 2-piece molecular cluster, CH7N3S overall (ωB97M-V/def2-TZVPD, the OMol25 dataset).

## Properties
* HOMO (spin up / spin down): -0.109 / -2.703 eV
* Kohn-Sham gap (spin up / spin down): 0.1750 / 0.2597 Ha
* spin multiplicity: 2
* charge: -1

The geometry in XYZ format:
```
12
CH7N3S ωB97M-V/def2-TZVPD
S -2.129 0.862 0.888
H -2.937 -0.179 1.183
N 0.040 -1.397 -0.424
C 0.691 -0.179 -0.330
N 0.616 0.704 -1.366
N 1.415 0.132 0.777
H 0.090 -1.874 0.469
H -0.940 -1.249 -0.687
H -0.196 0.554 -1.961
H 0.736 1.691 -1.125
H 1.600 1.138 0.912
H 1.014 -0.203 1.664
```

# C40H60BBrN3O27

A 9-piece molecular cluster, C40H60BBrN3O27 overall (ωB97M-V/def2-TZVPD, the OMol25 dataset).

## Properties
* HOMO: -12.270 eV
* Kohn-Sham gap: 0.3539 Ha
* spin multiplicity: 1
* charge: +1

The geometry in XYZ format:
```
132
C40H60BBrN3O27 ωB97M-V/def2-TZVPD
C -2.357 -4.532 4.564
C -0.829 -4.686 4.422
C -0.173 -3.391 3.918
C -0.735 -2.945 2.594
C -0.470 -3.505 1.375
C 0.392 -4.664 1.005
C 1.818 -4.272 0.592
C 2.343 -4.931 -0.650
N 2.554 -3.467 1.237
N -1.228 -2.760 0.454
B -1.252 -3.017 -1.045
C -0.052 -2.556 -1.918
O -2.357 -3.627 -1.551
C -1.902 -1.811 1.093
C -2.858 -0.841 0.492
C -4.315 -1.315 0.756
O -4.670 -2.427 -0.016
C -4.603 -3.641 0.718
C -5.331 -4.765 0.015
N -1.620 -1.881 2.412
C -2.151 -1.061 3.477
C -1.991 0.441 3.286
O -2.776 1.172 3.758
Br -0.477 1.150 2.321
H -2.701 -5.130 5.403
H -2.656 -3.500 4.752
H -2.857 -4.869 3.658
H -0.654 -5.465 3.683
H -0.355 -4.991 5.351
H -0.203 -2.596 4.661
H 0.889 -3.563 3.740
H 0.377 -5.388 1.815
H -0.076 -5.181 0.163
H 2.616 -5.953 -0.373
H 3.212 -4.410 -1.032
H 1.561 -5.021 -1.399
H 2.048 -3.138 2.062
H -0.367 -1.968 -2.782
H 0.627 -1.921 -1.347
H 0.555 -3.388 -2.274
H -2.682 -3.063 -2.267
H -2.743 0.159 0.900
H -2.730 -0.769 -0.587
H -4.460 -1.477 1.826
H -4.956 -0.491 0.442
H -4.995 -3.541 1.736
H -3.561 -3.964 0.837
H -6.399 -4.581 0.102
H -5.081 -5.687 0.531
H -5.025 -4.805 -1.027
H -1.741 -1.329 4.445
H -3.222 -1.241 3.545
C 3.616 -0.899 -0.626
C 4.506 0.086 -1.350
O 5.139 -0.745 -2.334
C 4.349 -1.811 -2.553
O 4.506 -2.599 -3.432
O 3.344 -1.872 -1.647
H 2.693 -0.449 -0.264
H 4.117 -1.394 0.206
H 3.940 0.867 -1.863
H 5.241 0.549 -0.697
C -6.267 3.910 1.878
C -5.408 2.693 2.147
O -5.984 1.714 1.272
C -6.617 2.376 0.263
O -7.046 1.850 -0.709
O -6.682 3.700 0.525
H -5.721 4.845 1.972
H -7.151 3.948 2.516
H -4.364 2.848 1.866
H -5.450 2.360 3.180
C -8.187 -7.713 3.190
C -8.118 -6.644 2.122
O -6.819 -6.078 2.346
C -6.061 -7.009 2.971
O -4.887 -6.901 3.142
O -6.806 -8.058 3.367
H -8.765 -8.582 2.887
H -8.580 -7.337 4.136
H -8.152 -7.057 1.112
H -8.892 -5.887 2.222
C 6.911 4.095 -2.112
C 6.026 5.190 -1.562
O 5.232 4.474 -0.592
C 5.926 3.384 -0.213
O 5.626 2.671 0.696
O 7.007 3.193 -0.999
H 7.895 4.452 -2.404
H 6.460 3.565 -2.954
H 6.588 5.982 -1.052
H 5.392 5.644 -2.319
C 3.333 -0.322 -6.967
C 4.149 -0.293 -5.696
O 3.793 0.974 -5.124
C 2.578 1.322 -5.613
O 1.925 2.227 -5.206
O 2.205 0.493 -6.618
H 3.016 -1.323 -7.246
H 3.852 0.133 -7.812
H 3.873 -1.080 -4.998
H 5.219 -0.348 -5.880
C -4.888 -3.853 -4.200
C -3.957 -5.027 -3.972
O -4.515 -6.030 -4.816
C -5.226 -5.409 -5.798
O -5.672 -5.949 -6.750
O -5.349 -4.080 -5.529
H -4.390 -2.887 -4.127
H -5.744 -3.860 -3.522
H -2.934 -4.822 -4.298
H -3.939 -5.359 -2.938
C 4.675 9.092 1.520
C 3.657 8.790 0.443
O 4.484 8.618 -0.715
C 5.721 8.273 -0.292
O 6.592 7.894 -1.014
O 5.839 8.405 1.041
H 4.381 8.721 2.498
H 4.904 10.154 1.599
H 3.111 7.863 0.628
H 2.944 9.596 0.292
C 8.678 13.001 1.457
C 7.469 12.385 0.788
O 6.892 11.617 1.850
C 7.300 12.158 3.029
O 6.862 11.855 4.088
O 8.264 13.084 2.824
H 8.924 13.986 1.069
H 9.561 12.364 1.395
H 6.744 13.132 0.459
H 7.727 11.746 -0.054
```

# C7H16N

An isolated ion of composition C7H16N and charge +1 (ωB97M-V/def2-TZVPD, the OMol25 dataset).

## Properties
* HOMO: -11.944 eV
* Kohn-Sham gap: 0.3059 Ha
* spin multiplicity: 1
* SMILES: C/C=C(\C)CCC[NH3+]
* charge: +1
* energy above the lowest of the compared OMol25 structures with the same formula, charge and spin: 272.1 kJ/mol

The geometry in XYZ format:
```
24
C7H16N ωB97M-V/def2-TZVPD
C 0.452 1.492 -2.186
C -0.291 0.867 -0.975
C 0.463 -0.285 -0.262
C -0.390 -0.011 1.979
C -0.274 -0.805 0.903
C -0.821 -2.203 0.734
C -0.918 0.025 3.346
N 1.511 0.516 -2.723
H -0.117 1.773 -3.115
H 0.987 2.355 -1.719
H -1.275 0.639 -1.395
H -0.482 1.700 -0.212
H 1.316 0.291 0.081
H 0.740 -1.153 -0.950
H -0.102 1.098 1.846
H -1.202 -2.397 -0.349
H -1.681 -2.232 1.448
H -0.097 -2.861 1.133
H -2.039 0.092 3.383
H -0.537 -0.744 3.965
H -0.454 0.988 3.798
H 2.196 0.210 -2.202
H 2.078 0.831 -3.544
H 0.936 -0.186 -2.985
```